one | Entry from the OMol25 dataset: the molecule C19H25FN2O3 (ωB97M-V with the def2-TZVPD basis set).

Each atom is followed by the atoms it is bonded to, with distances in Å.
Element x y z (Å)
1 C -4.715 -2.197 -0.672  C2 1.439, H26 1.145, H27 1.151
2 C -3.524 -1.820 -1.384  C1 1.439, C3 1.587, H28 1.149
3 C -2.044 -1.830 -0.809  C2 1.587, C4 1.574, C15 1.549
4 C -1.193 -3.127 -0.542  C3 1.574, C5 1.609, C8 1.568
5 C -1.828 -4.572 -0.858  C4 1.609, C6 1.633, H29 1.144, H30 1.144
6 C -1.914 -4.660 -2.486  C5 1.633, N7 1.490, H31 1.142, H32 1.149
7 N -0.627 -4.334 -3.162  C6 1.490, H33 1.030, H34 1.030
8 C 0.277 -3.087 0.003  C4 1.568, C9 1.560, H35 1.137
9 C 0.964 -1.724 0.324  C8 1.560, C10 1.600, C14 1.558
10 C 2.466 -1.692 0.875  C9 1.600, C11 1.608, H36 1.157, H37 1.154
11 C 2.631 -0.998 2.316  C10 1.608, C12 1.617, F13 1.439, H38 1.155
12 C 3.885 0.020 2.244  C11 1.617, H39 1.156, H40 1.149, H41 1.141
13 F 1.424 -0.393 2.815  C11 1.439
14 C 0.106 -0.452 0.059  C9 1.558, C15 1.552, C24 1.590
15 C -1.353 -0.486 -0.469  C3 1.549, C14 1.552, C16 1.592
16 C -1.873 1.016 -0.551  C15 1.592, O17 1.250, N18 1.478
17 O -2.958 1.448 -0.997  C16 1.250
18 N -0.763 1.772 0.067  C16 1.478, O19 1.385, C24 1.485
19 O -0.395 2.921 -0.613  N18 1.385, C20 1.456
20 C -0.975 4.073 0.063  O19 1.456, C21 1.603, H42 1.156, H43 1.159
21 C -0.011 5.349 0.166  C20 1.603, C22 1.606, H44 1.153, H45 1.158
22 C 1.561 5.022 0.122  C21 1.606, C23 1.633, H46 1.139, H47 1.158
23 C 2.228 5.013 1.613  C22 1.633, H48 1.157, H49 1.139, H50 1.140
24 C 0.528 1.066 0.275  C14 1.590, N18 1.485, O25 1.246
25 O 1.653 1.538 0.527  C24 1.246
26 H -5.472 -1.384 -0.396  C1 1.145
27 H -4.890 -3.311 -0.435  C1 1.151
28 H -3.647 -1.509 -2.483  C2 1.149
29 H -2.905 -4.674 -0.485  C5 1.144
30 H -1.141 -5.429 -0.538  C5 1.144
31 H -2.250 -5.697 -2.827  C6 1.142
32 H -2.701 -3.919 -2.875  C6 1.149
33 H 0.186 -4.726 -2.666  N7 1.030
34 H -0.483 -3.317 -3.240  N7 1.030
35 H 0.830 -4.069 0.146  C8 1.137
36 H 2.771 -2.799 1.013  C10 1.157
37 H 3.149 -1.244 0.061  C10 1.154
38 H 2.929 -1.815 3.075  C11 1.155
39 H 4.820 -0.634 2.432  C12 1.156
40 H 3.814 0.842 3.044  C12 1.149
41 H 3.996 0.443 1.190  C12 1.141
42 H -1.426 3.789 1.089  C20 1.156
43 H -1.889 4.394 -0.574  C20 1.159
44 H -0.260 6.186 -0.587  C21 1.153
45 H -0.212 5.822 1.204  C21 1.158
46 H 1.848 4.105 -0.488  C22 1.139
47 H 2.062 5.923 -0.407  C22 1.158
48 H 3.271 5.502 1.500  C23 1.157
49 H 2.411 3.961 2.012  C23 1.139
50 H 1.638 5.694 2.311  C23 1.140

For the LUMO energy, the calculation gives -0.0327 hartree. As for the SMILES: C=Cc1c(CCN)cc(C[C@@H](C)F)c2c1C(=O)N(OCCCC)C2=O. The calculation puts the HOMO energy at -8.202 eV. The gap between HOMO and LUMO is 7.31 eV.

two | Entry from the OMol25 dataset: the molecule C19H25FN2O3 (ωB97M-V with the def2-TZVPD basis set).

Each atom is followed by the atoms it is bonded to, with distances in Å.
Element x y z (Å)
1 C -3.758 -2.949 -0.655  C2 1.484, H26 1.089, H27 1.085, H28 1.090
2 C -3.746 -1.498 -0.346  C1 1.484, C3 1.370, C25 1.433
3 C -2.747 -0.758 0.230  C2 1.370, C4 1.481, O18 1.371
4 C -1.392 -1.215 0.611  C3 1.481, O5 1.225, N6 1.352
5 O -0.903 -2.186 0.047  C4 1.225
6 N -0.738 -0.546 1.587  C4 1.352, C7 1.443, C8 1.450
7 C -1.286 0.547 2.353  N6 1.443, H29 1.093, H30 1.089, H31 1.089
8 C 0.643 -0.899 1.853  N6 1.450, C9 1.529, H32 1.095, H33 1.092
9 C 1.619 0.164 1.346  C8 1.529, C10 1.527, H34 1.090, H35 1.092
10 C 1.478 0.394 -0.157  C9 1.527, C11 1.528, H36 1.090, H37 1.092
11 C 2.605 1.279 -0.689  C10 1.528, N12 1.453, H38 1.094, H39 1.104
12 N 3.916 0.729 -0.390  C11 1.453, C13 1.452, C17 1.453
13 C 4.971 1.723 -0.490  N12 1.452, C14 1.529, H40 1.092, H41 1.105
14 C 6.291 1.096 -0.043  C13 1.529, O15 1.407, H42 1.091, H43 1.101
15 O 6.623 -0.023 -0.828  C14 1.407, C16 1.408
16 C 5.596 -0.985 -0.769  O15 1.408, C17 1.528, H44 1.091, H45 1.101
17 C 4.258 -0.407 -1.230  N12 1.453, C16 1.528, H46 1.090, H47 1.105
18 O -3.105 0.560 0.354  C3 1.371, C19 1.345
19 C -4.352 0.668 -0.140  O18 1.345, C20 1.389, C25 1.409
20 C -5.156 1.797 -0.237  C19 1.389, F21 1.349, C22 1.378
21 F -4.715 2.997 0.194  C20 1.349
22 C -6.417 1.673 -0.777  C20 1.378, C23 1.397, H48 1.078
23 C -6.879 0.432 -1.221  C22 1.397, C24 1.376, H49 1.079
24 C -6.099 -0.699 -1.134  C23 1.376, C25 1.395, H50 1.078
25 C -4.821 -0.582 -0.588  C2 1.433, C19 1.409, C24 1.395
26 H -4.001 -3.101 -1.706  C1 1.089
27 H -2.784 -3.380 -0.450  C1 1.085
28 H -4.517 -3.454 -0.057  C1 1.090
29 H -1.232 1.494 1.811  C7 1.093
30 H -0.715 0.640 3.277  C7 1.089
31 H -2.326 0.355 2.612  C7 1.089
32 H 0.770 -1.045 2.930  C8 1.095
33 H 0.830 -1.846 1.342  C8 1.092
34 H 2.636 -0.169 1.552  C9 1.090
35 H 1.459 1.105 1.877  C9 1.092
36 H 1.475 -0.568 -0.670  C10 1.090
37 H 0.526 0.881 -0.378  C10 1.092
38 H 2.542 2.254 -0.197  C11 1.094
39 H 2.469 1.439 -1.773  C11 1.104
40 H 4.731 2.565 0.163  C13 1.092
41 H 5.081 2.097 -1.524  C13 1.105
42 H 7.113 1.805 -0.153  C14 1.091
43 H 6.204 0.797 1.013  C14 1.101
44 H 5.906 -1.806 -1.418  C16 1.091
45 H 5.491 -1.353 0.263  C16 1.101
46 H 3.488 -1.173 -1.136  C17 1.090
47 H 4.337 -0.111 -2.292  C17 1.105
48 H -7.040 2.549 -0.851  C22 1.078
49 H -7.871 0.370 -1.639  C23 1.079
50 H -6.460 -1.655 -1.478  C24 1.078

For the LUMO energy, the calculation gives 0.0167 hartree. As for the SMILES: Cc1c(C(=O)N(C)CCCCN2CCOCC2)oc2c(F)cccc12. The calculation puts the HOMO energy at -8.586 eV. The gap between HOMO and LUMO is 9.04 eV.

Stability verdict: two, ahead by 1079.2 kJ/mol

one | Entry from the OMol25 dataset: the molecule C3H7O3P (ωB97M-V with the def2-TZVPD basis set).

Each atom is followed by the atoms it is bonded to, with distances in Å.
Element x y z (Å)
1 O -0.533 2.309 2.188  P2 1.618, H8 1.008
2 P 0.002 1.928 0.710  O1 1.618, O3 1.705, O4 1.653
3 O -1.369 2.399 -0.188  P2 1.705, H9 0.983
4 O -0.286 0.307 0.562  P2 1.653, C5 1.381
5 C 0.620 -0.692 0.266  O4 1.381, C6 1.526, C7 1.520, H10 1.112
6 C 0.036 -1.939 -0.392  C5 1.526, C7 1.524, H11 1.055, H12 1.040
7 C 0.876 -0.962 -1.208  C5 1.520, C6 1.524, H13 1.110, H14 0.987
8 H -1.532 2.265 2.059  O1 1.008
9 H -1.238 1.888 -1.017  O3 0.983
10 H 1.458 -0.905 0.965  C5 1.112
11 H -1.019 -1.959 -0.386  C6 1.055
12 H 0.536 -2.847 -0.305  C6 1.040
13 H 1.851 -1.472 -1.348  C7 1.110
14 H 0.599 -0.321 -1.905  C7 0.987

For the LUMO energy, the calculation gives 0.0318 hartree. As for the SMILES: OP(O)OC1CC1. The calculation puts the HOMO energy at -9.355 eV. The gap between HOMO and LUMO is 10.22 eV.

two | Entry from the OMol25 dataset: the molecule C3H7O3P (ωB97M-V with the def2-TZVPD basis set).

Each atom is followed by the atoms it is bonded to, with distances in Å.
Element x y z (Å)
1 C 0.389 2.032 -0.580  P2 1.913, H8 1.140, H9 1.159, H10 1.139
2 P 0.072 0.354 0.281  C1 1.913, C3 1.891, O4 1.727
3 C -1.773 0.136 0.636  P2 1.891, H11 1.140, H12 1.160, H13 1.143
4 O 0.673 -0.815 -0.838  P2 1.727, C5 1.416
5 C 0.963 -2.052 -0.213  O4 1.416, O6 1.260, O7 1.409
6 O 0.046 -2.916 -0.196  C5 1.260
7 O 2.203 -2.418 0.347  C5 1.409, H14 0.984
8 H -0.398 2.819 -0.332  C1 1.140
9 H 0.358 1.859 -1.726  C1 1.159
10 H 1.459 2.333 -0.331  C1 1.139
11 H -2.187 -0.904 0.414  C3 1.140
12 H -2.396 0.868 -0.014  C3 1.160
13 H -2.034 0.377 1.723  C3 1.143
14 H 2.625 -1.673 0.830  O7 0.984

For the LUMO energy, the calculation gives 0.0225 hartree. As for the SMILES: CP(C)OC(=O)O. The calculation puts the HOMO energy at -8.583 eV. The gap between HOMO and LUMO is 9.20 eV.

Stability verdict: one, ahead by 98.1 kJ/mol

one | Entry from the OMol25 dataset: the molecule CH3F2PS (ωB97M-V with the def2-TZVPD basis set).

Each atom is followed by the atoms it is bonded to, with distances in Å.
Element x y z (Å)
1 F -0.071 -0.100 -1.768  P2 1.707
2 P -0.280 -1.049 -0.364  F1 1.707, C3 1.694, H6 1.499, H7 1.407
3 C 0.536 0.172 0.481  P2 1.694, F4 1.365, S5 1.705
4 F 1.045 -0.278 1.664  C3 1.365
5 S 0.603 1.871 0.358  C3 1.705, H8 1.371
6 H -0.609 -1.746 0.922  P2 1.499
7 H -1.647 -0.724 -0.293  P2 1.407
8 H 0.423 1.854 -1.001  S5 1.371

For the LUMO energy (alpha / beta), the calculation gives -0.0539 / -0.0455 hartree. As for the SMILES: F[PH2]=C(F)S. The calculation puts the HOMO energy (alpha / beta) at -8.551 / -8.749 eV. The gap between HOMO and LUMO (alpha / beta) is 7.09 / 7.51 eV.

two | Entry from the OMol25 dataset: the molecule CH3F2PS (ωB97M-V with the def2-TZVPD basis set).

Each atom is followed by the atoms it is bonded to, with distances in Å.
Element x y z (Å)
1 F 1.027 -0.295 -1.164  C2 1.346
2 C 0.310 0.105 -0.097  F1 1.346, F3 1.385, P4 1.929, S5 1.859
3 F 1.071 -0.156 1.030  C2 1.385
4 P -1.346 -0.871 0.061  C2 1.929, H6 1.388, H7 1.350
5 S 0.022 1.941 -0.129  C2 1.859, H8 1.385
6 H -0.697 -2.092 0.186  P4 1.388
7 H -1.197 -0.618 1.379  P4 1.350
8 H 0.810 1.986 -1.267  S5 1.385

For the LUMO energy, the calculation gives 0.0279 hartree. As for the SMILES: FC(F)(P)S. The calculation puts the HOMO energy at -9.947 eV. The gap between HOMO and LUMO is 10.71 eV.

Stability verdict: two, ahead by 186.9 kJ/mol